Model 1:
Below is an isolated molecule of C17H22N4O3S, with properties calculated with ωB97M-V with the def2-TZVPD basis set.

ORCA input file:
```
! RIJCOSX wB97M-V def2-TZVPD def2/J DEFGRID3
* xyz 0 1
H 2.413 -4.201 2.004
H -0.678 4.227 3.782
C -1.546 -0.550 -1.505
C 2.185 -1.583 -1.266
C -0.904 3.346 3.179
H 4.230 -1.092 -1.449
H 0.809 -3.276 -0.044
N -0.652 -0.379 3.063
H 2.227 -2.514 -1.867
C -2.320 -0.705 -0.183
C -0.713 2.986 -2.887
H -1.641 3.371 -2.554
H 2.184 0.091 -3.752
N 1.487 -2.919 0.653
H -2.675 -1.724 -0.088
O -0.474 -2.659 -1.235
H -1.619 1.527 -1.172
C 3.266 -0.722 -1.780
C -1.877 2.396 1.185
H -2.187 -0.974 -2.257
S 3.164 -0.793 -3.562
H -0.639 3.292 -3.915
H 0.039 2.001 4.543
N 0.895 -0.921 -1.524
H 3.133 0.322 -1.471
N -1.288 0.885 -1.856
H -1.006 -2.178 1.756
C -1.676 -0.244 1.068
H 0.672 -4.090 2.193
H 0.127 3.388 -2.261
H -2.352 2.527 0.221
C -0.548 2.079 3.640
C -1.099 -1.098 1.932
H 0.942 -0.009 -1.927
C 1.577 -3.526 1.988
H -3.187 -0.077 -0.274
O -0.195 0.789 -3.814
C -1.606 3.515 1.980
H 1.686 -2.722 2.716
O 3.178 -1.484 0.899
C -0.724 1.443 -2.908
H -1.920 4.484 1.657
C 2.319 -1.989 0.201
H -0.243 -0.823 3.881
C -0.327 -1.465 -1.472
C -1.542 1.092 1.608
C -0.895 0.957 2.874
*
```

As for the SMILES: CNC(=O)[C@H](CS)NC(=O)[C@@H](Cc1c[nH]c2ccccc12)NC(C)=O. For the HOMO energy, the calculation gives -8.39 eV. The gap between HOMO and LUMO is 8.94 eV.

Model 2:
Below is an isolated molecule of C17H22N4O3S, with properties calculated with ωB97M-V with the def2-TZVPD basis set.

ORCA input file:
```
! RIJCOSX wB97M-V def2-TZVPD def2/J DEFGRID3
* xyz 0 1
O -1.934 -2.424 -1.693
S 2.711 -1.373 0.647
N 2.785 0.148 -1.411
C -0.879 -4.144 0.244
H 5.882 3.088 0.791
H 0.343 0.947 1.131
N 0.591 -2.463 -0.683
C -3.630 -0.301 -1.137
N -3.400 -1.452 -0.293
H -4.668 4.150 -0.372
H -0.719 0.637 2.535
C 6.067 2.712 -0.213
C -2.472 -2.372 -0.599
O 0.985 -3.174 1.424
C -4.001 3.332 -0.150
H 6.269 3.559 -0.864
C -4.217 2.085 -0.711
H 5.056 1.566 -1.734
H -3.765 -1.409 0.646
H -0.084 -2.440 -1.451
C 3.397 -0.051 -0.302
C -3.377 1.015 -0.447
C 4.564 0.729 0.178
H 0.028 -0.720 1.670
H 6.955 2.083 -0.184
C -2.073 2.459 0.979
C -2.922 3.514 0.692
C -2.176 -3.371 0.511
H -5.054 1.937 -1.378
N 1.765 -0.675 -1.636
H -0.785 -4.958 0.963
H -0.902 -4.546 -0.769
H 5.433 0.066 0.221
C 1.578 -1.523 -0.684
C 4.867 1.925 -0.723
C 0.321 -3.234 0.409
C -2.289 1.203 0.422
H 3.989 2.570 -0.765
H -4.659 -0.321 -1.515
H -2.109 -2.845 1.466
H 4.367 1.066 1.200
H -3.010 -4.075 0.567
C -0.407 0.271 1.552
O -1.506 0.115 0.685
H -1.235 2.629 1.634
H -2.948 -0.412 -1.988
H -2.731 4.481 1.134
*
```

As for the SMILES: CCCc1nnc(NC(=O)CCC(=O)NCc2ccccc2OC)s1. For the HOMO energy, the calculation gives -8.74 eV. The gap between HOMO and LUMO is 9.37 eV.

Name the least stable of them. model 2.

Model 1:
Below is a 3-piece molecular cluster, C3H14NO4 overall, with properties calculated with ωB97M-V with the def2-TZVPD basis set.

ORCA input file:
```
! RIJCOSX wB97M-V def2-TZVPD def2/J DEFGRID3
* xyz 1 1
H 2.775 4.131 0.562
H -3.478 -0.665 2.858
O 1.556 0.327 0.760
C 1.222 0.317 -0.621
C -0.167 -0.506 -0.522
H 2.424 0.957 0.851
N -0.452 -0.930 0.833
H -3.785 -0.404 1.427
H 0.355 -0.846 1.613
H 1.683 4.833 -0.270
C 0.124 -1.737 -1.528
H -1.058 -0.227 1.264
H 1.087 -2.229 -1.232
H 2.081 0.062 -1.224
H -0.942 0.185 -0.791
O -3.072 -0.340 2.042
H -0.913 -1.721 1.049
H 0.902 1.311 -0.996
O 2.254 4.011 -0.305
H -1.646 -2.381 -1.946
H 0.072 -1.544 -2.575
O -1.020 -2.603 -1.249
*
```

For the HOMO energy, the calculation gives -14.11 eV. The gap between HOMO and LUMO is 11.22 eV.

Model 2:
Below is a 3-piece molecular cluster, C3H14NO4 overall, with properties calculated with ωB97M-V with the def2-TZVPD basis set.

ORCA input file:
```
! RIJCOSX wB97M-V def2-TZVPD def2/J DEFGRID3
* xyz 1 1
H 1.849 -2.529 -2.732
H -0.907 -1.182 -3.175
H -2.583 1.777 2.095
C 0.838 1.465 0.181
H 0.520 -0.821 0.145
H 1.571 -2.889 -1.272
O 1.733 0.767 1.053
O -1.116 -1.482 -2.276
H -0.352 0.317 2.670
H 1.157 1.430 -0.868
H 0.999 2.529 0.384
H -0.350 -2.123 -2.245
O 1.328 -2.261 -1.964
O -2.092 1.028 2.451
H -1.381 1.356 -0.073
C -0.721 1.101 2.019
N -0.457 -0.527 0.149
H 2.607 0.770 0.655
H -0.842 -0.636 -0.816
H -0.973 -1.108 0.808
C -0.558 0.959 0.512
H -0.271 2.059 2.298
*
```

For the HOMO energy, the calculation gives -14.32 eV. The gap between HOMO and LUMO is 11.15 eV.

Name the least stable of them. model 1.

Model 1:
Below is a 2-piece molecular cluster, CH5NO4S overall, with properties calculated with ωB97M-V with the def2-TZVPD basis set.

ORCA input file:
```
! RIJCOSX wB97M-V def2-TZVPD def2/J DEFGRID3
* xyz 0 1
H 0.431 2.434 0.393
O -1.771 -0.203 -0.310
H 1.136 -0.600 -1.940
O 0.454 -0.164 -1.382
C 0.022 -1.054 0.968
H -1.390 -0.357 -1.251
S 0.890 0.301 0.236
O 2.301 0.217 0.295
O 0.228 -2.174 0.661
N 0.041 1.477 0.696
H -1.587 0.753 -0.047
H -0.754 -0.631 1.681
*
```

As for the SMILES: N=[S@](=O)(O)C=O.O. For the HOMO energy, the calculation gives -10.75 eV. The gap between HOMO and LUMO is 10.79 eV.

Model 2:
Below is an isolated molecule of CH5NO4S, with properties calculated with ωB97M-V with the def2-TZVPD basis set.

ORCA input file:
```
! RIJCOSX wB97M-V def2-TZVPD def2/J DEFGRID3
* xyz 0 1
H -1.977 0.399 -0.212
O -0.065 1.658 -1.174
O 2.366 1.114 -0.089
N -1.112 -0.278 -0.008
H 0.723 1.960 -0.628
C 0.072 0.319 -1.119
S 1.587 -0.093 -0.025
H 0.011 -0.382 1.047
O 0.945 -0.272 1.358
O 2.171 -1.301 -0.387
H -1.367 -1.196 -0.387
H 0.086 -0.284 -1.992
*
```

As for the SMILES: N[C@@H](O)S(=O)(=O)O. For the HOMO energy, the calculation gives -11.28 eV. The gap between HOMO and LUMO is 11.69 eV.

Name the least stable of them. model 1.

Model 1:
Below is an isolated molecule of C3H10N4O, with properties calculated with ωB97M-V with the def2-TZVPD basis set.

ORCA input file:
```
! RIJCOSX wB97M-V def2-TZVPD def2/J DEFGRID3
* xyz 0 1
H 0.038 1.321 1.079
H -0.166 -0.008 -1.414
C 2.349 -0.694 0.831
H 2.686 -1.230 -0.068
H 2.375 0.411 0.574
N -0.394 0.567 0.471
H 1.007 -1.937 1.846
C -1.464 1.574 -1.385
H -1.259 2.189 -2.270
H -2.329 0.814 -1.595
O -2.000 -1.356 -0.329
N -0.291 0.943 -0.962
H 3.196 -0.819 1.523
N 1.089 -1.041 1.383
C -0.042 -0.800 0.678
N -0.752 -1.741 0.254
H -1.809 2.291 -0.555
H -2.234 -0.484 -0.061
*
```

As for the SMILES: CNN/C(=N\O)NC. For the HOMO energy, the calculation gives -8.53 eV. The gap between HOMO and LUMO is 9.43 eV.

Model 2:
Below is a 2-piece molecular cluster, C3H10N4O overall, with properties calculated with ωB97M-V with the def2-TZVPD basis set.

ORCA input file:
```
! RIJCOSX wB97M-V def2-TZVPD def2/J DEFGRID3
* xyz 0 1
H -0.099 -1.697 1.433
H -1.737 0.759 1.618
H -0.602 1.254 -2.739
H 1.918 1.732 1.510
H 2.490 0.256 -0.265
N -0.911 0.299 -2.756
H 0.506 1.339 2.419
H -1.126 -0.101 2.915
C -0.388 -0.706 1.074
N 1.061 1.210 1.588
N -1.391 -0.134 1.940
H 0.882 -0.610 -1.555
N 1.629 -0.267 -0.136
O -0.398 -1.881 -2.434
C -0.076 -0.704 -2.398
C 0.886 0.083 0.843
H -1.814 0.061 -3.147
H -0.832 -0.895 0.089
*
```

As for the SMILES: [H]/N=C(\N)CN.NC=O. For the HOMO energy, the calculation gives -7.97 eV. The gap between HOMO and LUMO is 8.56 eV.

Name the least stable of them. model 1.

Model 1:
Below is C5H12N2 as an isolated structure, with properties calculated with ωB97M-V with the def2-TZVPD basis set.

ORCA input file:
```
! RIJCOSX wB97M-V def2-TZVPD def2/J DEFGRID3
* xyz 1 2
C 0.557 -0.667 0.498
H -0.084 0.060 0.996
H 1.595 -0.540 0.787
C 0.021 -2.051 0.911
H 0.575 -0.408 -0.563
H 0.375 -2.180 1.936
H -1.243 1.104 -1.605
H -2.147 -3.407 2.226
C -1.728 -3.215 1.228
C 1.300 3.084 -0.865
H 0.412 -2.782 0.204
H -1.378 -4.134 0.746
C -0.052 2.620 -1.165
N -0.379 1.578 -1.807
H 0.986 3.220 -1.966
H -0.853 3.347 -0.950
H 2.057 2.321 -1.000
H 1.510 4.060 -0.467
N -1.524 -2.010 0.857
*
```

For the HOMO energy (spin up / spin down), the calculation gives -11.31 / -11.26 eV. The gap between HOMO and LUMO (spin up / spin down) is 4.63 / 3.13 eV.

Model 2:
Below is an isolated ion of composition C5H12N2 and charge +1, with properties calculated with ωB97M-V with the def2-TZVPD basis set.

ORCA input file:
```
! RIJCOSX wB97M-V def2-TZVPD def2/J DEFGRID3
* xyz 1 2
H -0.838 -1.397 -2.410
C 1.860 -0.460 -1.501
H -1.381 0.405 -1.368
H 0.352 -2.525 -1.932
H -0.114 0.988 3.682
H -1.432 1.912 0.514
C -0.454 0.482 -0.776
H 0.355 -0.268 1.741
C -0.398 0.508 1.752
H 2.400 -1.376 -1.289
H 2.197 0.513 -1.134
C -0.719 1.090 0.523
H 1.861 -0.362 -2.589
H -0.097 1.306 -1.432
H -1.428 1.783 2.905
C 0.447 -0.720 -0.890
N -0.733 1.048 2.883
H 0.664 -1.315 -0.004
N -0.255 -1.766 -1.677
*
```

For the HOMO energy (spin up / spin down), the calculation gives -12.34 / -12.34 eV. The gap between HOMO and LUMO (spin up / spin down) is 8.76 / 5.35 eV.

Name the least stable of them. model 1.

Model 1:
Below is a 2-piece molecular cluster, C3H4ClI overall, with properties calculated with ωB97M-V with the def2-TZVPD basis set.

ORCA input file:
```
! RIJCOSX wB97M-V def2-TZVPD def2/J DEFGRID3
* xyz 0 1
H 0.025 2.076 0.409
C -1.621 -1.125 -0.073
H -0.973 -1.312 -0.993
I 2.398 -1.323 -0.126
C 0.907 0.146 0.056
Cl 2.280 2.428 -0.078
H -1.158 -1.665 0.762
C 0.826 1.444 0.139
H -2.685 -0.669 -0.097
*
```

For the HOMO energy (spin up / spin down), the calculation gives -9.00 / -9.01 eV. The gap between HOMO and LUMO (spin up / spin down) is 8.89 / 7.84 eV.

Model 2:
Below is an isolated molecule of C3H4ClI, with properties calculated with ωB97M-V with the def2-TZVPD basis set.

ORCA input file:
```
! RIJCOSX wB97M-V def2-TZVPD def2/J DEFGRID3
* xyz 0 1
H 1.302 0.578 -1.234
C 0.445 -0.182 0.713
H 0.497 -1.312 0.984
H 0.729 -1.214 -1.262
H 0.860 0.532 1.467
I -2.686 -0.685 0.014
C 0.702 -0.213 -0.754
Cl -1.024 2.137 -0.064
C -0.825 0.361 0.135
*
```

As for the SMILES: ClC1(I)CC1. For the HOMO energy, the calculation gives -8.78 eV. The gap between HOMO and LUMO is 8.89 eV.

Name the least stable of them. model 1.